(1)
C3HCaO2 as an isolated structure, computed with ωB97M-V with the def2-TZVPD basis set.

Computed properties:
LUMO   -5.82 eV
Energy   -942.6667 Eh
HOMO   -14.33 eV
Max |F|   0.039 Eh/bohr
ΔE to the lowest compared entry with this formula, charge and spin   26.27 kcal/mol
Net charge   +1

The geometry in XYZ format:
```
7
Properties=species:S:1:pos:R:3:forces:R:3:lowdin_charge:R:1
O -0.719 1.099 -0.684 0.120 0.874 -0.217 -0.166
O -0.392 -1.018 -1.092 0.581 -0.502 0.000 -0.156
C -0.126 0.017 -0.410 -0.255 0.555 0.819 -0.697
Ca -1.595 0.169 -2.425 -0.193 0.010 -0.139 1.760
C 0.913 -0.743 1.821 1.007 1.298 1.122 0.118
C 0.730 -0.090 0.770 -0.514 -0.798 -0.810 -0.060
H 1.190 0.567 2.020 -0.746 -1.437 -0.775 0.201
```
Forces are in eV/Å.


(2)
One molecule with the formula C19H24N4O3, computed with ωB97M-V with the def2-TZVPD basis set.

Computed properties:
LUMO   -0.71 eV
Energy   -1182.3549 Eh
HOMO   -7.10 eV
Max |F|   0.323 Eh/bohr
ΔE to the lowest compared entry with this formula, charge and spin   569.60 kcal/mol

The geometry in XYZ format:
```
50
Properties=species:S:1:pos:R:3:forces:R:3:lowdin_charge:R:1
O -0.208 1.002 -3.464 -11.120 4.992 -7.229 0.190
C 0.584 0.505 -2.877 8.426 -2.916 4.494 -0.694
N 1.505 1.222 -2.277 4.153 3.511 6.080 0.115
H 2.161 0.761 -1.539 -1.702 0.423 -2.011 0.124
C 1.261 2.788 -1.738 12.046 -6.036 4.081 -0.026
H 0.623 3.077 -2.324 -7.696 3.717 -5.184 -0.001
C 1.387 2.920 -0.189 -14.172 4.711 -7.227 -0.233
H 0.432 2.371 -0.040 0.850 -0.335 1.678 0.126
H 0.850 4.093 -0.242 1.583 -2.557 1.002 0.195
C 2.533 2.756 0.435 5.206 3.747 -5.879 -0.447
N 2.638 2.715 1.675 -0.831 -1.461 14.721 -0.146
C 2.149 1.539 2.321 3.088 -7.653 1.807 -0.128
C 0.476 1.325 2.875 7.460 -1.277 -12.248 -0.305
O 0.263 2.341 3.459 -5.308 10.875 8.215 -0.089
C 0.388 3.696 2.905 8.699 -10.239 -3.660 0.052
C 2.101 3.731 2.680 -3.122 -1.224 -1.614 -0.004
H 2.119 4.619 2.222 0.941 3.931 -1.605 0.058
H 2.580 3.763 3.637 0.463 -0.574 0.264 0.112
H 0.083 4.351 3.471 -3.246 6.437 6.195 0.032
H 0.006 3.640 1.978 -1.680 0.350 -3.281 0.065
H 0.388 0.482 3.317 -0.574 -5.619 3.371 0.059
H 0.246 1.258 1.792 -1.789 -0.223 0.222 0.102
H 2.492 0.569 1.612 -1.289 2.443 1.597 0.136
H 2.875 1.194 3.338 -1.809 1.546 -2.436 0.153
H 2.959 2.060 -0.160 2.471 -3.601 -0.655 0.114
H 3.182 3.583 0.132 0.216 0.709 -0.692 0.171
H 2.271 3.226 -2.052 -1.331 -0.259 -0.328 0.136
C 0.944 -0.895 -2.957 3.740 3.354 12.895 0.109
N 0.547 -1.483 -1.470 -4.200 -1.028 -3.956 0.116
N -0.705 -2.162 -1.610 8.043 5.327 -10.652 0.190
C -1.303 -2.572 -0.716 -2.126 -3.053 12.705 -0.358
C -0.745 -2.435 0.683 2.536 0.505 -1.736 0.138
C 0.549 -1.950 0.731 -6.654 -2.686 2.802 0.025
C 1.110 -1.299 -0.258 5.280 3.282 -7.722 -0.483
O 2.230 -0.703 -0.307 -1.087 -0.577 1.471 -0.019
H 1.151 -1.878 1.511 2.024 -0.212 4.263 0.090
H -1.259 -2.907 1.488 0.081 -0.099 0.567 0.094
C -2.375 -3.455 -0.780 -6.511 1.151 -0.118 -0.053
C -2.854 -3.771 -2.113 -1.092 1.730 11.821 -0.075
C -3.908 -4.388 -2.370 -12.209 -6.664 2.612 -0.051
C -4.951 -4.766 -1.191 3.682 2.852 -2.199 0.034
C -4.418 -4.137 0.010 -13.291 -4.973 -0.423 -0.214
C -3.437 -3.397 0.295 9.015 1.956 -0.685 -0.058
H -3.299 -3.041 1.352 -0.009 0.000 -1.523 0.131
H -5.380 -4.079 0.757 2.565 -0.401 -0.973 0.144
H -6.053 -5.220 -1.433 3.229 1.160 1.098 0.143
H -4.372 -4.911 -3.204 1.242 0.847 -0.929 0.098
H -2.277 -3.786 -2.774 9.306 0.938 -9.925 0.010
H 1.944 -1.050 -2.974 3.154 -0.252 -0.248 0.105
H 0.520 -1.302 -3.616 -6.648 -6.573 -8.822 0.018
```
Forces are in eV/Å.


(3)
A 2-piece molecular cluster, CH5FN2 overall, computed with ωB97M-V with the def2-TZVPD basis set.

Computed properties:
LUMO   0.51 eV
Energy   -250.3638 Eh
HOMO   -11.34 eV
Max |F|   0.072 Eh/bohr
ΔE to the lowest compared entry with this formula, charge and spin   61.79 kcal/mol

The geometry in XYZ format:
```
9
Properties=species:S:1:pos:R:3:forces:R:3:lowdin_charge:R:1
C -1.716 -0.014 -0.094 1.718 -2.366 2.274 -0.045
N 1.740 0.755 0.167 -0.339 2.474 -1.816 0.092
N 1.914 -0.221 0.752 0.298 -2.093 1.721 0.001
F 2.756 -1.267 0.069 -0.019 0.449 -0.512 -0.198
H -2.346 0.219 -0.889 -1.166 0.199 -1.204 -0.013
H -1.809 -1.076 0.316 -0.013 0.978 -1.315 0.050
H -1.960 0.487 0.823 -0.058 1.067 0.110 0.007
H 2.076 0.989 -0.793 0.175 -0.816 0.635 0.124
H -0.655 0.128 -0.351 -0.597 0.109 0.107 -0.018
```
Forces are in eV/Å.